A molecular structure, C11H26MnO15S3 in a non-equilibrium geometry, computed with ωB97M-V/def2-TZVPD.

Each line ends with the Mulliken charge.
Cartesian coordinates (Å):
Mn (1.141, -0.236, 0.803)  1.611
S (2.943, -2.386, -1.422)  0.871
S (-1.218, 1.416, 2.712)  1.069
S (-1.166, 0.508, -1.737)  0.965
O (3.499, -3.591, -0.844)  -0.655
O (0.009, -3.827, 2.119)  -0.548
O (-2.070, 0.643, 3.556)  -0.718
O (-0.395, 0.754, 1.716)  -0.434
O (0.047, 0.137, -1.066)  -0.020
O (-1.262, 1.652, -2.628)  -0.651
O (4.040, -1.843, -2.497)  -0.301
O (-2.162, 2.486, 1.916)  -0.101
O (2.223, 1.491, 0.131)  -0.621
O (-2.318, 0.648, -0.602)  -0.229
O (1.320, -1.946, 2.209)  -0.653
O (2.452, -1.298, -0.611)  -0.764
O (2.590, 0.805, 2.101)  -0.681
O (3.665, 2.712, 1.439)  -0.493
O (-0.254, -2.091, 0.716)  -0.593
C (4.716, -2.808, -3.285)  -0.110
C (-3.418, 2.870, 2.527)  -0.181
C (5.986, -3.379, -2.666)  -1.177
C (-3.650, 4.304, 2.143)  -1.206
C (-4.661, 0.811, -0.197)  -1.330
C (-3.474, 1.448, -0.905)  -0.261
C (-0.195, 2.556, 3.637)  -0.988
C (0.388, -2.594, 1.684)  0.837
C (1.583, -2.895, -2.498)  -0.825
C (-1.885, -0.910, -2.610)  -1.068
C (2.853, 1.661, 1.203)  0.756
H (-3.561, 4.450, 1.067)  0.267
H (-4.481, 0.678, 0.868)  0.283
H (6.513, -2.510, -2.250)  0.306
H (-4.830, -0.185, -0.611)  0.359
H (-0.384, 3.564, 3.282)  0.305
H (-3.671, 1.440, -1.979)  0.616
H (-1.113, -1.363, -3.228)  0.382
H (5.090, -2.276, -4.161)  0.325
H (-3.231, 2.464, -0.593)  0.119
H (-0.721, -3.990, 1.497)  0.327
H (4.058, -3.618, -3.604)  0.204
H (0.846, 2.272, 3.495)  0.302
H (-2.869, 4.917, 2.599)  0.297
H (-4.198, 2.214, 2.137)  0.074
H (-2.266, -1.643, -1.904)  0.326
H (5.880, -4.004, -1.779)  0.304
H (6.644, -3.847, -3.393)  0.380
H (1.970, -3.608, -3.216)  0.454
H (-3.356, 2.735, 3.607)  0.515
H (-5.554, 1.399, -0.408)  0.379
H (0.863, -3.261, -1.765)  0.318
H (1.114, -2.066, -3.024)  0.145
H (-2.691, -0.547, -3.243)  0.383
H (3.797, 2.599, 2.400)  0.349
H (-0.556, 2.453, 4.659)  0.379
H (-4.624, 4.637, 2.501)  0.399

## Properties
Frontier orbital gap (alpha / beta), eV: 8.20 / 9.34
Multiplicity: 6
Lowest unoccupied orbital energy (alpha / beta), eV: 0.221 / 0.221
Expectation value of S²: 8.752
Relative energy (zero: lowest compared OMol25 entry of this formula, charge and spin), kJ/mol: 96.2

---

A molecular structure, C23H17F6NO6PPdS2, computed with ωB97M-V/def2-TZVPD.

Each line ends with the Mulliken charge.
Cartesian coordinates (Å):
Pd (0.934, 1.162, -0.706)  -0.593
S (3.966, 3.797, 1.176)  1.058
S (1.745, 2.393, 1.891)  1.008
P (-1.192, -0.546, -0.463)  1.004
F (4.928, 2.126, 3.032)  -0.236
F (0.829, 4.094, 0.033)  -0.216
F (6.233, 3.762, 2.517)  -0.244
F (0.229, 4.581, 2.053)  -0.229
F (-0.694, 2.928, 1.015)  -0.173
F (4.519, 4.114, 3.767)  -0.235
O (1.892, 2.777, 3.260)  -0.662
O (3.273, 5.014, 1.484)  -0.648
O (-0.058, 1.357, -3.305)  -0.573
O (3.151, -0.395, -1.680)  -0.599
O (4.932, 3.763, 0.124)  -0.674
O (1.147, 1.088, 1.618)  -0.450
N (3.003, 2.536, 0.983)  -0.280
C (-2.820, -0.795, -2.654)  -0.537
C (-2.059, -1.067, 4.047)  -0.448
C (1.560, -4.155, -1.427)  -0.562
C (0.935, 1.536, -2.639)  0.843
C (-0.885, -1.823, 2.085)  -0.162
C (-0.071, -1.946, -0.890)  0.379
C (-2.727, -1.100, -1.294)  0.033
C (2.162, 2.223, -3.186)  -1.105
C (-3.790, -1.746, -0.669)  -0.044
C (-1.536, -0.874, 1.305)  0.593
C (-0.590, -3.244, -0.890)  -0.206
C (0.210, -4.341, -1.150)  -0.695
C (-4.924, -2.094, -1.393)  -0.703
C (-3.946, -1.159, -3.377)  -0.618
C (-1.143, -1.915, 3.447)  -0.675
C (2.005, -0.387, -1.312)  0.518
C (-2.439, -0.008, 1.926)  -0.618
C (4.959, 3.420, 2.724)  0.642
C (-5.002, -1.806, -2.748)  -0.439
C (1.284, -1.763, -1.189)  0.139
C (2.083, -2.879, -1.453)  -0.757
C (0.462, 3.585, 1.213)  0.536
C (-2.711, -0.110, 3.279)  -0.757
H (-3.733, -1.977, 0.387)  0.382
H (-3.413, 0.573, 3.740)  0.380
H (1.934, 2.697, -4.142)  0.368
H (2.198, -5.007, -1.630)  0.379
H (-0.614, -2.651, 4.040)  0.380
H (-2.253, -1.137, 5.110)  0.360
H (3.126, -2.706, -1.685)  0.487
H (-1.641, -3.396, -0.678)  0.403
H (2.938, 1.466, -3.305)  0.251
H (-2.925, 0.766, 1.340)  0.434
H (-0.156, -2.488, 1.639)  0.323
H (-5.886, -2.077, -3.311)  0.356
H (-0.218, -5.336, -1.136)  0.416
H (-5.746, -2.594, -0.895)  0.393
H (2.549, 2.944, -2.464)  0.232
H (-4.004, -0.921, -4.432)  0.411
H (-2.010, -0.256, -3.136)  0.434

## Properties
Frontier orbital gap, eV: 6.77
Multiplicity: 1
Lowest unoccupied orbital energy, eV: 2.585
Net charge: -1
Relative energy (zero: lowest compared OMol25 entry of this formula, charge and spin), kJ/mol: 0.0

---

A molecular structure, C20H54F6NO13S2Zn in a non-equilibrium geometry, computed with ωB97M-V/def2-TZVPD.

Each line ends with the Mulliken charge.
Cartesian coordinates (Å):
Zn (-0.593, -2.872, -0.086)  0.579
S (1.315, -0.769, -1.455)  0.465
S (-0.123, 0.404, 0.430)  0.308
F (-2.597, 1.211, -0.110)  -0.082
F (3.352, -2.255, -0.482)  -0.176
F (-1.448, 0.692, -1.862)  -0.186
F (2.817, -0.640, 0.774)  -0.192
F (-1.086, 2.548, -0.744)  -0.214
F (3.939, -0.286, -1.062)  -0.148
O (1.373, 0.561, -1.990)  -0.460
O (1.016, 1.251, 0.591)  -0.284
O (7.116, -1.927, -4.111)  -0.546
O (-5.341, 5.411, 0.079)  -0.572
O (-2.594, -1.925, 0.398)  0.335
O (1.120, -4.114, -0.282)  -0.071
O (4.424, 2.638, -2.106)  -0.515
O (1.329, -1.855, -2.427)  -0.666
O (-3.487, -0.822, 2.907)  -0.463
O (-0.302, -2.503, 1.979)  -0.036
O (-6.247, 0.860, -0.930)  -0.390
O (2.779, 3.490, 0.413)  -0.458
O (-0.871, 0.133, 1.647)  -0.466
N (0.165, -1.099, -0.409)  0.491
C (6.163, -2.437, -3.178)  -0.101
C (4.200, 3.223, 2.393)  -0.877
C (-6.172, 0.944, -2.353)  -0.448
C (-4.776, 1.281, -2.796)  -0.303
C (-2.981, 5.127, 0.333)  -1.098
C (2.967, -0.974, -0.499)  0.718
C (0.890, -6.082, -1.677)  -1.169
C (3.171, 4.085, 1.645)  -0.276
C (-4.750, -2.951, -0.075)  -1.367
C (0.492, -2.700, 3.151)  -0.214
C (-3.815, -1.773, -0.379)  0.210
C (5.648, 2.218, -1.531)  0.145
C (6.705, -2.268, -1.768)  -0.709
C (-1.404, 1.269, -0.684)  0.503
C (-4.313, 4.419, 0.052)  0.382
C (-4.672, -0.049, 2.669)  0.246
C (-4.767, 1.128, 3.637)  -1.361
C (6.440, 3.454, -1.050)  -1.149
C (-0.237, -2.418, 4.463)  -1.328
C (1.621, -4.762, -1.488)  -0.306
H (4.010, 3.141, 3.465)  0.323
H (-6.933, 1.647, -2.705)  0.423
H (1.037, -3.638, 3.139)  0.458
H (1.563, -4.150, -2.385)  0.348
H (-4.833, -3.161, 0.987)  0.299
H (-6.465, -0.022, -2.784)  0.275
H (-0.158, -5.879, -1.907)  0.261
H (1.560, -4.583, 0.437)  0.180
H (6.797, -1.181, -1.690)  0.098
H (2.411, 2.614, 0.546)  0.299
H (2.703, -4.851, -1.368)  0.357
H (5.197, 3.660, 2.329)  0.278
H (6.188, 1.695, -2.320)  0.341
H (-3.877, 1.750, 3.555)  0.305
H (5.980, -2.662, -1.056)  0.154
H (6.025, -3.508, -3.367)  0.362
H (4.202, 2.218, 1.972)  0.185
H (-6.158, 5.010, -0.228)  0.293
H (-2.788, -1.397, 1.199)  -0.073
H (-5.631, 1.711, 3.312)  0.381
H (1.231, -1.890, 3.132)  0.180
H (-4.620, 0.415, 1.680)  -0.103
H (3.775, 2.767, -1.406)  0.306
H (1.300, -6.658, -2.505)  0.384
H (-5.619, -0.595, 2.637)  0.234
H (5.259, -1.842, -3.328)  0.095
H (0.343, -2.687, 5.345)  0.426
H (6.681, 4.043, -1.935)  0.304
H (-4.555, 3.661, 0.798)  0.143
H (-1.117, -3.059, 4.599)  0.286
H (-3.565, -1.061, 3.839)  0.264
H (-0.584, -1.387, 4.500)  0.321
H (5.943, 4.085, -0.317)  0.220
H (-2.114, 4.533, 0.058)  0.201
H (7.384, 3.083, -0.639)  0.360
H (3.529, 5.092, 1.455)  0.353
H (-4.703, 1.454, -3.872)  0.440
H (5.498, 1.545, -0.682)  0.031
H (-4.321, -0.866, -0.047)  -0.284
H (-4.232, -3.799, -0.534)  0.334
H (-5.677, -2.767, -0.614)  0.397
H (-0.935, -1.774, 2.118)  -0.083
H (-4.894, 0.811, 4.673)  0.430
H (2.261, 4.166, 2.247)  0.296
H (7.177, -2.496, -4.878)  0.301
H (0.929, -6.694, -0.775)  0.337
H (-4.345, 2.127, -2.269)  -0.101
H (-4.234, 4.047, -0.973)  -0.009
H (-2.996, 5.513, 1.350)  0.306
H (-2.899, 5.968, -0.360)  0.367
H (-7.154, 0.999, -0.650)  0.250
H (-3.549, -1.650, -1.428)  0.412
H (7.682, -2.725, -1.638)  0.367
H (-4.176, 0.367, -2.737)  -0.064

## Properties
Frontier orbital gap, eV: 6.13
Multiplicity: 1
Lowest unoccupied orbital energy, eV: -4.768
Net charge: +1
Relative energy (zero: lowest compared OMol25 entry of this formula, charge and spin), kJ/mol: 0.0

---

Question: What is the formula in the first record?
Answer: C11H26MnO15S3

---

Question: Look up the relative energy (zero: lowest compared OMol25 entry of this formula, charge and spin) of the third one.
Answer: 0.0 kJ/mol